Entry 1:
{
  "formula": "C19H44N3O4P",
  "method": "ωB97M-V/def2-TZVPD",
  "species": ["C", "C", "C", "C", "C", "C", "C", "P", "C", "O", "C", "C", "H", "H", "H", "H", "H", "H", "H", "H", "H", "H", "H", "H", "H", "H", "H", "H", "H", "H", "H", "H", "H", "H", "H", "C", "C", "O", "N", "C", "H", "H", "H", "H", "H", "H", "H", "C", "C", "O", "N", "C", "H", "H", "H", "H", "H", "H", "H", "C", "C", "O", "N", "C", "H", "H", "H", "H", "H", "H", "H"],
  "coordinates": [[5.527, -1.467, -1.263], [4.428, -1.052, -2.252], [3.080, -0.801, -1.581], [2.033, -0.205, -2.516], [0.668, -0.089, -1.842], [-0.432, 0.447, -2.753], [-1.827, 0.231, -2.166], [-3.170, 0.698, -3.341], [-4.626, 0.258, -2.275], [-4.621, -1.150, -2.122], [-5.879, -1.751, -1.856], [-5.970, -2.213, -0.413], [5.274, -1.155, -0.245], [6.491, -1.022, -1.511], [5.664, -2.550, -1.235], [4.298, -1.838, -3.003], [4.733, -0.155, -2.799], [2.688, -1.738, -1.178], [3.216, -0.143, -0.715], [1.939, -0.836, -3.408], [2.361, 0.782, -2.862], [0.378, -1.075, -1.463], [0.760, 0.556, -0.961], [-0.284, 1.520, -2.917], [-0.362, -0.030, -3.738], [-1.928, 0.811, -1.244], [-1.973, -0.824, -1.919], [-3.195, 2.078, -3.022], [-4.591, 0.758, -1.298], [-5.536, 0.594, -2.789], [-6.686, -1.046, -2.083], [-5.985, -2.598, -2.540], [-6.976, -2.572, -0.186], [-5.743, -1.388, 0.265], [-5.262, -3.020, -0.216], [-1.617, 5.752, -1.259], [-2.312, 4.545, -0.673], [-2.173, 3.432, -1.153], [-3.104, 4.739, 0.415], [-3.383, 5.977, 1.109], [-1.035, 5.415, -2.111], [-2.338, 6.502, -1.589], [-0.953, 6.219, -0.531], [-3.535, 3.894, 0.755], [-3.059, 5.927, 2.151], [-4.449, 6.210, 1.089], [-2.853, 6.796, 0.634], [-0.817, -2.783, 1.324], [0.682, -2.920, 1.467], [1.443, -2.090, 0.991], [1.161, -3.997, 2.139], [0.412, -5.066, 2.762], [-1.014, -1.874, 0.762], [-1.243, -3.633, 0.790], [-1.302, -2.718, 2.298], [2.167, -4.023, 2.198], [0.608, -5.110, 3.835], [0.667, -6.032, 2.324], [-0.652, -4.904, 2.621], [5.653, -0.012, 3.993], [4.304, -0.004, 4.681], [4.202, -0.162, 5.888], [3.209, 0.182, 3.903], [3.141, 0.362, 2.464], [6.410, -0.173, 4.755], [5.712, -0.808, 3.249], [5.843, 0.934, 3.487], [2.343, 0.174, 4.420], [2.694, 1.327, 2.214], [2.556, -0.432, 2.002], [4.142, 0.339, 2.043]],
  "lowdin_charge": [-0.108, -0.264, -0.244, -0.222, -0.232, -0.291, -0.452, 0.930, -0.469, -0.245, -0.284, -0.078, 0.055, 0.063, 0.066, 0.105, 0.103, 0.101, 0.105, 0.116, 0.117, 0.100, 0.119, 0.107, 0.100, 0.067, 0.071, -0.068, 0.085, 0.074, 0.109, 0.116, 0.073, 0.073, 0.071, -0.008, -0.539, 0.014, 0.008, -0.081, 0.083, 0.084, 0.084, 0.139, 0.083, 0.083, 0.070, -0.001, -0.527, 0.012, 0.013, -0.077, 0.075, 0.087, 0.085, 0.142, 0.085, 0.084, 0.070, -0.014, -0.559, 0.021, 0.012, -0.072, 0.080, 0.079, 0.082, 0.137, 0.085, 0.052, 0.065],
  "spin_multiplicity": 1,
  "energy_ev": -42366.3454,
  "homo_lumo_gap_ev": 8.9,
  "smiles": "CCCCCCCPCOCC.CNC(C)=O.CNC(C)=O.CNC(C)=O",
  "homo_energy_ev": -8.3720
}



Entry 2:
{
  "formula": "C20H40HgO3SSi",
  "method": "ωB97M-V/def2-TZVPD",
  "species": ["C", "C", "C", "H", "C", "H", "H", "H", "C", "H", "H", "C", "H", "H", "C", "H", "H", "C", "H", "H", "Hg", "H", "C", "C", "C", "C", "O", "Si", "S", "O", "C", "C", "C", "C", "O", "C", "C", "C", "C", "H", "H", "H", "H", "H", "H", "H", "H", "H", "H", "H", "H", "H", "H", "H", "H", "H", "H", "H", "H", "H", "H", "H", "H", "H", "H", "H"],
  "coordinates": [[-1.468, -1.983, -0.449], [-4.365, -2.126, -1.365], [-2.144, -3.010, 0.265], [-0.996, -1.194, 0.140], [-4.798, -3.367, -0.801], [-5.099, -1.332, -1.553], [-1.726, -3.229, 1.262], [-5.871, -3.583, -0.734], [-2.426, -4.328, -0.497], [-2.130, -5.158, 0.166], [-1.779, -4.415, -1.383], [-1.814, -1.633, -1.843], [-1.054, -2.042, -2.538], [-1.742, -0.538, -1.958], [-3.208, -2.098, -2.354], [-3.086, -3.068, -2.866], [-3.496, -1.389, -3.150], [-3.893, -4.584, -0.919], [-3.903, -4.993, -1.944], [-4.299, -5.381, -0.276], [-4.171, -2.115, 0.898], [0.477, -1.804, -0.921], [-2.344, 1.899, 0.215], [-0.919, 2.142, -0.264], [-0.912, 2.577, -1.723], [-0.225, 3.178, 0.605], [-0.227, 0.856, -0.145], [1.393, 0.553, -0.149], [1.781, -1.299, -1.040], [2.126, 1.776, -0.967], [3.502, 2.258, -0.934], [4.452, 1.148, -1.363], [3.544, 3.414, -1.922], [3.857, 2.760, 0.458], [1.938, 0.629, 1.398], [1.594, -0.122, 2.605], [2.066, -1.564, 2.465], [2.345, 0.561, 3.740], [0.096, -0.062, 2.864], [-2.920, 2.830, 0.133], [-2.360, 1.580, 1.264], [-2.845, 1.133, -0.392], [-1.477, 3.513, -1.825], [0.113, 2.747, -2.071], [-1.383, 1.816, -2.358], [-0.157, 2.842, 1.647], [0.782, 3.397, 0.225], [-0.804, 4.111, 0.585], [4.185, 0.777, -2.358], [5.474, 1.549, -1.403], [4.441, 0.311, -0.653], [2.848, 4.209, -1.622], [4.553, 3.842, -1.957], [3.277, 3.075, -2.930], [3.138, 3.515, 0.798], [3.891, 1.943, 1.188], [4.852, 3.227, 0.427], [3.147, -1.594, 2.279], [1.861, -2.100, 3.402], [1.557, -2.083, 1.644], [2.036, 1.608, 3.844], [2.136, 0.047, 4.686], [3.429, 0.528, 3.568], [-0.259, 0.977, 2.886], [-0.479, -0.629, 2.122], [-0.113, -0.507, 3.847]],
  "lowdin_charge": [-0.202, -0.289, -0.341, 0.052, -0.329, 0.095, 0.079, 0.102, -0.191, 0.110, 0.112, -0.206, 0.117, 0.097, -0.176, 0.105, 0.115, -0.211, 0.118, 0.105, 0.698, -0.167, -0.027, -0.614, -0.023, -0.024, -0.183, -0.055, 0.617, -0.166, -0.632, -0.040, -0.035, -0.033, -0.162, -0.624, -0.048, -0.035, -0.023, 0.092, 0.086, 0.074, 0.093, 0.080, 0.083, 0.084, 0.072, 0.096, 0.091, 0.093, 0.080, 0.089, 0.089, 0.091, 0.090, 0.075, 0.094, 0.094, 0.093, 0.049, 0.091, 0.089, 0.088, 0.082, 0.071, 0.098],
  "spin_multiplicity": 1,
  "energy_ev": -50419.8704,
  "homo_lumo_gap_ev": [5.9, 5.9],
  "homo_energy_ev": [-6.0060, -6.0048]
}



Entry 3:
{
  "formula": "C5H11N2S",
  "method": "ωB97M-V/def2-TZVPD",
  "species": ["C", "C", "C", "C", "C", "N", "N", "S", "H", "H", "H", "H", "H", "H", "H", "H", "H", "H", "H"],
  "coordinates": [[-0.426, -0.631, 1.330], [-0.553, -2.004, 0.685], [-0.051, -0.579, -1.077], [-1.092, 1.314, 0.134], [1.215, 0.964, 0.514], [0.123, -1.904, -0.558], [-0.076, 0.359, 0.187], [-0.593, -0.119, 2.827], [-0.019, -2.891, 1.179], [-1.556, -2.304, 0.536], [0.865, -0.379, -1.585], [-0.840, -0.333, -1.781], [-1.148, 1.758, -1.006], [-2.027, 0.862, 0.365], [-0.918, 2.219, 0.714], [1.358, 1.807, -0.311], [1.339, 1.327, 1.561], [2.038, 0.120, 0.455], [0.962, -2.405, -0.924]],
  "lowdin_charge": [-0.665, -0.180, -0.094, -0.081, -0.038, -0.043, -0.356, 0.938, 0.174, 0.117, 0.125, 0.138, 0.179, 0.100, 0.112, 0.162, 0.091, 0.152, 0.169],
  "spin_multiplicity": 1,
  "energy_ev": -19169.7000,
  "homo_lumo_gap_ev": 8.6,
  "smiles": "C[N+]1(C)CNCC1=S",
  "homo_energy_ev": -13.4552,
  "charge": 1
}